Molecular formula: C46H90BrF3N3O27S
Method: DFT, ωB97M-V with the def2-TZVPD basis set

## Properties
Max |F| = 5.251 eV/A
HOMO energy = -11.3 eV
Net charge = +1
Multiplicity = 1
E_tot = -7273.65976 hartree
Lowest unoccupied orbital energy = -0.128 hartree

XYZ file:
```
171
Properties=species:S:1:pos:R:3:lowdin_charge:R:1
C 7.038 -0.822 5.698 -0.141
C 8.255 -0.679 4.582 -0.243
C 8.323 0.944 4.181 -0.214
C 7.029 1.218 3.212 -0.226
C 6.338 2.705 3.394 -0.199
C 5.051 2.783 2.328 -0.113
C 3.632 2.777 3.182 -0.204
C 3.132 4.318 3.601 -0.195
C 4.230 5.094 4.575 -0.107
C 4.342 4.468 6.086 -0.067
C 4.063 5.534 7.302 -0.213
F 4.511 6.921 7.035 0.027
F 2.614 5.476 7.727 -0.015
F 4.835 5.082 8.519 -0.004
N 1.764 4.349 4.243 0.021
C 1.226 2.993 4.643 -0.492
S -0.612 3.259 5.096 0.745
C 1.215 2.058 3.297 -0.324
N 0.748 0.650 3.633 0.002
C 1.806 -0.174 3.954 -0.234
C 2.525 -0.153 5.464 -0.051
C 2.455 -1.308 2.909 -0.030
N 2.543 1.926 2.590 -0.127
C 2.438 2.004 1.090 -0.191
C 2.125 3.490 0.474 -0.249
C 1.152 3.250 -0.857 -0.611
Br 1.429 4.626 -2.295 0.555
H 6.001 -1.018 5.141 0.060
H 7.322 -1.677 6.445 0.081
H 6.943 0.246 6.201 0.072
H 7.952 -1.329 3.631 0.114
H 9.283 -1.101 4.950 0.103
H 9.289 1.030 3.484 0.118
H 8.397 1.642 5.118 0.111
H 6.235 0.330 3.285 0.111
H 7.418 1.181 2.084 0.128
H 6.009 2.802 4.513 0.080
H 7.111 3.593 3.200 0.133
H 5.186 1.852 1.624 0.117
H 5.186 3.822 1.772 0.127
H 3.912 2.276 4.230 0.128
H 3.055 5.002 2.625 0.164
H 3.814 6.208 4.677 0.140
H 5.266 5.206 4.013 0.138
H 5.456 4.073 6.243 0.148
H 3.585 3.580 6.189 0.115
H 1.798 5.016 5.059 0.171
H 1.055 4.770 3.571 0.172
H 1.774 2.533 5.568 0.121
H -1.386 2.377 4.278 -0.060
H 0.431 2.474 2.498 0.156
H 1.737 0.234 6.240 0.092
H 3.484 0.538 5.488 0.078
H 2.894 -1.233 5.765 0.102
H 2.432 -0.807 1.827 0.085
H 3.613 -1.477 3.136 0.095
H 1.886 -2.333 2.947 0.099
H 3.347 1.563 0.494 0.138
H 1.504 1.323 0.788 0.134
H 3.084 4.087 0.122 0.109
H 1.464 4.155 1.212 0.102
H 1.414 2.165 -1.240 0.080
H 0.024 3.199 -0.468 0.096
C -1.284 -1.149 0.577 -0.047
O -0.725 -1.339 -0.721 -0.015
C -1.594 -1.120 -1.741 -0.546
O -2.763 -0.787 -1.627 0.101
O -0.936 -1.335 -2.908 -0.001
C -1.732 -1.139 -4.075 -0.043
H -0.503 -1.351 1.314 0.074
H -1.619 -0.115 0.705 0.098
H -2.109 -1.849 0.749 0.104
H -2.085 -0.105 -4.133 0.102
H -2.574 -1.838 -4.089 0.084
H -1.105 -1.338 -4.949 0.103
C -4.998 -7.250 -5.508 -0.048
O -4.704 -5.929 -5.059 -0.011
C -4.765 -5.769 -3.713 -0.559
O -5.041 -6.638 -2.900 0.111
O -4.466 -4.477 -3.428 -0.024
C -4.492 -4.162 -2.038 -0.048
H -4.919 -7.262 -6.599 0.091
H -4.275 -7.965 -5.103 0.099
H -6.019 -7.533 -5.234 0.101
H -3.749 -4.753 -1.493 0.101
H -5.493 -4.320 -1.624 0.106
H -4.238 -3.104 -1.926 0.072
C 5.888 -3.566 -1.105 -0.051
O 6.044 -4.729 -0.295 -0.005
C 6.382 -4.471 0.994 -0.561
O 6.552 -3.365 1.483 0.087
O 6.497 -5.656 1.644 -0.005
C 6.851 -5.538 3.021 -0.045
H 5.619 -3.890 -2.114 0.098
H 5.082 -2.933 -0.720 0.092
H 6.827 -3.006 -1.162 0.098
H 6.083 -4.984 3.571 0.095
H 7.828 -5.057 3.128 0.094
H 6.915 -6.545 3.441 0.098
C -8.663 1.598 -2.237 -0.032
O -7.829 1.185 -3.317 -0.063
C -6.818 0.355 -2.956 -0.542
O -6.585 -0.042 -1.825 0.120
O -6.110 0.044 -4.072 -0.026
C -5.007 -0.829 -3.842 -0.044
H -9.436 2.258 -2.640 0.100
H -9.153 0.735 -1.775 0.101
H -8.085 2.159 -1.495 0.100
H -5.350 -1.790 -3.444 0.091
H -4.282 -0.366 -3.165 0.068
H -4.514 -1.011 -4.801 0.098
C 12.265 -4.148 6.924 -0.050
O 12.824 -4.338 5.625 -0.005
C 11.955 -4.119 4.606 -0.558
O 10.786 -3.786 4.719 0.090
O 12.613 -4.334 3.439 -0.005
C 11.817 -4.138 2.272 -0.049
H 13.047 -4.350 7.661 0.097
H 11.930 -3.114 7.052 0.097
H 11.441 -4.848 7.095 0.098
H 11.464 -3.104 2.214 0.097
H 10.975 -4.838 2.258 0.094
H 12.444 -4.337 1.398 0.097
C -8.602 5.744 -8.016 -0.046
O -8.187 4.382 -8.089 -0.009
C -8.138 3.748 -6.890 -0.557
O -8.412 4.241 -5.806 0.103
O -7.733 2.471 -7.105 0.000
C -7.635 1.679 -5.923 -0.057
H -8.605 6.152 -9.030 0.097
H -9.617 5.818 -7.612 0.100
H -7.900 6.330 -7.412 0.086
H -8.611 1.591 -5.436 0.098
H -6.895 2.102 -5.235 0.093
H -7.303 0.679 -6.212 0.098
C -9.249 -7.472 -9.171 -0.051
O -8.939 -8.841 -9.421 -0.007
C -7.711 -9.224 -8.987 -0.557
O -6.895 -8.511 -8.425 0.097
O -7.550 -10.538 -9.287 -0.007
C -6.294 -11.081 -8.886 -0.051
H -10.252 -7.276 -9.558 0.095
H -9.249 -7.266 -8.096 0.098
H -8.544 -6.815 -9.692 0.099
H -6.176 -11.020 -7.799 0.097
H -5.471 -10.569 -9.395 0.098
H -6.274 -12.135 -9.174 0.095
C -5.128 -0.855 6.423 -0.047
O -3.797 -1.306 6.671 -0.006
C -2.954 -1.161 5.617 -0.557
O -3.243 -0.695 4.526 0.101
O -1.734 -1.625 5.988 -0.001
C -0.738 -1.535 4.972 -0.067
H -5.714 -1.018 7.332 0.098
H -5.137 0.215 6.195 0.097
H -5.585 -1.429 5.611 0.102
H -0.572 -0.492 4.686 0.047
H -1.020 -2.137 4.101 0.103
H 0.196 -1.934 5.377 0.090
C -7.017 12.184 -7.392 -0.052
O -6.603 10.822 -7.465 -0.011
C -6.554 10.188 -6.266 -0.560
O -6.827 10.681 -5.182 0.108
O -6.148 8.911 -6.481 -0.017
C -6.051 8.119 -5.299 -0.055
H -7.020 12.592 -8.407 0.095
H -8.032 12.258 -6.988 0.099
H -6.316 12.770 -6.788 0.099
H -7.027 8.031 -4.812 0.101
H -5.311 8.542 -4.611 0.097
H -5.719 7.119 -5.588 0.092
```